{
  "formula": "C13H8F3N2PbS4Sb",
  "method": "the ωB97M-V functional and the def2-TZVPD basis",
  "symbols": ["Pb", "F", "C", "F", "F", "C", "C", "C", "C", "N", "C", "S", "H", "H", "H", "S", "Sb", "S", "S", "N", "C", "C", "C", "C", "C", "C", "C", "H", "H", "H", "H", "H"],
  "coordinates": [[0.8448, -0.0970, -0.1682], [4.6351, -0.1759, 4.2798], [3.5158, -0.0454, 4.9788], [3.4844, -1.0840, 5.8598], [3.6677, 1.0662, 5.7524], [2.2337, 0.0254, 4.2002], [1.0997, 0.1698, 4.9838], [-0.1610, 0.2498, 4.4171], [-0.2255, 0.1773, 3.0366], [0.8492, 0.0384, 2.2807], [2.1139, -0.0448, 2.7889], [3.3603, -0.2249, 1.6408], [1.2165, 0.2198, 6.0599], [-1.0539, 0.3621, 5.0129], [-1.1671, 0.2295, 2.4997], [-2.5219, -0.0140, -3.2736], [-2.4618, 0.1016, -1.0259], [-1.3061, -1.7375, -0.0688], [-1.0533, 1.8550, -0.2711], [1.7151, -0.4111, -3.3182], [0.9828, -0.2875, -4.1953], [0.1348, -0.1432, -5.3372], [-0.1274, -1.2382, -6.1544], [-0.9605, -1.0852, -7.2495], [-1.5264, 0.1511, -7.5245], [-1.2667, 1.2400, -6.7040], [-0.4389, 1.0995, -5.6050], [0.3060, -2.1999, -5.9175], [-1.1784, -1.9347, -7.8832], [-2.1852, 0.2635, -8.3762], [-1.7281, 2.1968, -6.9085], [-0.2557, 1.9258, -4.9334]],
  "atomic_forces_ev_per_a": [[0.28, -0.01, -0.09], [-0.04, 0.01, 0.01], [0.08, -0.01, 0.03], [-0.01, 0.01, 0.00], [-0.01, -0.02, 0.00], [-0.09, 0.01, 0.03], [0.04, 0.00, -0.02], [0.02, -0.01, -0.09], [-0.10, 0.01, 0.15], [-0.03, 0.01, -0.06], [-0.14, 0.00, 0.01], [0.17, -0.02, -0.07], [-0.01, 0.00, 0.01], [-0.01, 0.00, 0.01], [0.00, 0.00, 0.00], [-0.16, -0.02, -0.44], [0.06, 0.01, 0.41], [-0.06, -0.04, 0.10], [-0.04, 0.05, 0.09], [-0.01, 0.01, 0.04], [0.25, -0.11, 0.10], [-0.21, 0.17, -0.16], [0.01, 0.01, 0.01], [0.00, -0.02, -0.01], [-0.02, 0.02, -0.01], [0.00, 0.02, -0.02], [0.03, -0.10, -0.02], [0.01, 0.00, 0.01], [0.01, -0.01, 0.00], [0.00, 0.00, 0.00], [0.00, 0.00, 0.00], [0.00, 0.00, 0.00]],
  "nbo_charge": [1.149, -0.299, 0.984, -0.345, -0.345, -0.254, -0.105, -0.328, 0.104, -0.583, 0.099, -0.320, 0.219, 0.218, 0.220, -0.782, 1.056, -0.845, -0.851, -0.338, 0.319, -0.164, -0.157, -0.216, -0.195, -0.200, -0.140, 0.225, 0.212, 0.209, 0.215, 0.238],
  "multiplicity": 2,
  "e_tot_ev": -79874.51581,
  "e_lumo_ev": [2.573, 0.942],
  "total_charge": -1,
  "gap_ev": [7.0, 5.6]
}